A molecular structure, C35H58BBr4Ca3Cl2F5N3O9P at a distorted geometry, computed with ωB97M-V with the def2-TZVPD basis set.

Each line ends with the Löwdin charge.
CARTESIAN COORDINATES (ANGSTROEM)
C1 -0.852072 2.476271 3.587843  -0.19
C2 0.347836 1.821731 2.974370  -0.33
N1 0.153247 0.899235 2.042900  0.25
C3 1.159456 0.262198 1.439238  -0.26
O1 0.815046 -0.651808 0.557495  -0.02
C4 0.572123 -1.948412 1.301672  -0.05
C5 0.396811 -3.091406 0.328889  -0.31
C6 1.317307 -2.986403 -0.898975  -0.05
C7 0.408571 -4.481130 1.001608  -0.12
C8 1.505125 -4.781369 2.031616  -0.39
C9 2.906952 -4.301200 1.632278  -0.08
C10 1.170129 -4.313034 3.456167  -0.05
C11 2.497880 0.553182 1.737161  -0.04
C12 3.521578 -0.192329 0.898466  -0.20
C13 3.887472 0.682509 -0.279643  -0.23
C14 3.367016 0.214012 -1.657198  -0.18
C15 2.682132 1.356764 -2.419569  -0.19
C16 1.486182 1.902035 -1.634246  -0.19
C17 0.144709 1.284003 -2.013643  -0.17
C18 -1.017120 2.038887 -1.338934  -0.25
C19 -2.033081 1.135909 -0.639338  -0.18
C20 -2.878691 1.889984 0.415045  -0.20
C21 -4.373146 1.575914 0.380419  -0.19
C22 -4.688207 0.092199 0.188019  -0.20
C23 -6.080639 -0.295685 0.684024  -0.13
N2 -6.175701 -1.739775 0.718007  -0.12
C24 -6.728087 -2.523053 1.681699  -0.12
C25 -6.607057 -3.837668 1.369066  -0.09
C26 -5.916153 -3.881396 0.117137  -0.08
C27 -5.695260 -2.593170 -0.234379  -0.12
C28 2.688372 1.513708 2.719374  -0.11
C29 4.062835 1.936859 3.137403  -0.57
O2 4.426415 3.065500 2.918927  0.09
O3 4.852748 1.034817 3.704192  -0.18
P1 4.261338 0.251630 5.065181  0.70
O4 3.405339 -0.891576 4.810321  -0.35
C30 1.617324 2.141499 3.348552  -0.46
Br1 1.994899 3.462718 4.819098  0.70
H1 -1.581624 1.718530 3.898783  0.10
H2 -1.280426 3.119549 2.814516  0.07
H3 -0.540111 3.093046 4.415362  -0.20
H4 -0.797181 0.649989 1.785189  0.17
H5 1.379450 -2.065426 2.018064  0.12
H6 -0.354379 -1.790302 1.848219  0.14
H7 -0.607403 -2.970042 -0.079434  0.14
H8 1.284831 -3.941003 -1.414121  0.08
H9 0.953666 -2.235237 -1.596847  0.07
H10 2.345958 -2.777016 -0.620932  0.05
H11 -0.560267 -4.595373 1.485777  0.13
H12 0.438260 -5.217873 0.203147  0.12
H13 1.582142 -5.865311 2.082563  0.13
H14 3.092968 -4.449614 0.571603  0.07
H15 3.140725 -3.293777 1.960869  0.04
H16 3.617381 -4.953882 2.134117  0.09
H17 0.594757 -3.391006 3.505441  0.07
H18 0.646832 -5.065075 4.037894  0.08
H19 2.106987 -4.119793 3.974496  0.08
H20 4.599832 -0.468514 1.380356  -0.14
H21 3.019910 -1.082986 0.552503  0.09
H22 5.006809 0.576564 -0.299601  -0.06
H23 3.598705 1.716337 -0.124937  0.12
H24 2.617442 -0.556547 -1.503516  0.10
H25 4.182135 -0.262463 -2.243841  0.10
H26 2.306926 0.938979 -3.351258  0.12
H27 3.425299 2.115889 -2.664980  0.08
H28 1.669841 1.802049 -0.562248  0.09
H29 1.397038 2.966396 -1.847765  0.10
H30 0.043419 1.453294 -3.086470  0.12
H31 0.094706 0.207786 -1.868676  0.11
H32 -0.622003 2.806131 -0.670824  0.08
H33 -1.548715 2.582875 -2.130395  0.02
H34 -1.548073 0.299924 -0.136395  0.09
H35 -2.707894 0.736821 -1.389299  0.12
H36 -2.734345 2.965550 0.297931  0.11
H37 -2.536649 1.659074 1.430897  0.07
H38 -4.781632 1.859497 1.352911  0.11
H39 -4.923804 2.155718 -0.356243  0.12
H40 -4.703825 -0.089486 -0.884835  0.10
H41 -3.938613 -0.575246 0.606328  0.12
H42 -6.848528 0.144907 0.053196  0.13
H43 -6.219105 0.030197 1.711746  0.12
H44 -7.209420 -2.147544 2.567764  0.11
H45 -6.943032 -4.693706 1.918146  0.09
H46 -5.619374 -4.735553 -0.458144  0.09
H47 -5.225730 -2.176888 -1.105928  0.10
H48 3.620341 1.268119 5.793195  0.01
H49 5.383695 -0.118461 5.812281  0.05
F1 0.146860 0.080055 4.500597  -0.52
Cl1 5.598780 -1.487830 2.417842  -0.02
Ca1 1.866795 4.969017 2.974957  1.09
B1 2.595426 9.611974 2.070856  -1.26
F2 2.147680 8.235004 2.112640  -0.02
F3 3.403946 9.822960 3.186548  0.10
F4 3.318009 9.784279 0.892016  0.10
F5 1.477101 10.429356 2.099124  0.12
Ca2 -1.597227 3.913344 5.590406  1.13
C31 3.006877 5.698173 -4.205633  -1.61
Br2 2.832119 4.043783 -5.170328  0.60
Br3 1.419050 6.099164 -3.196641  0.60
Br4 4.575764 5.715821 -3.085804  0.56
H50 3.124282 6.486594 -4.935851  -0.02
N3 -3.053180 3.990319 -3.998069  -0.48
O5 -4.162461 4.176983 -4.379196  0.18
O6 -2.138851 3.515696 -4.603839  0.05
O7 -2.688265 4.390720 -2.723495  -0.47
O8 -3.166330 -2.873966 -2.995258  0.10
C32 -2.505004 -3.481019 -3.790082  -0.53
O9 -1.350030 -4.034978 -3.365988  -0.02
C33 -0.553467 -4.919652 -4.158477  -0.23
C34 0.387295 -4.160856 -5.071473  -0.06
C35 -2.880465 -3.558814 -5.249530  0.02
H51 -1.181229 -5.624191 -4.703898  0.12
H52 0.025037 -5.506480 -3.446504  0.12
H53 -0.157069 -3.548945 -5.790644  0.07
H54 1.026241 -4.851286 -5.621683  0.09
H55 1.016944 -3.487617 -4.486624  0.07
H56 -2.532422 -2.657986 -5.753176  0.10
H57 -3.963773 -3.607592 -5.318286  0.10
H58 -2.489889 -4.434282 -5.762703  0.07
Cl2 -1.156504 4.640405 -2.644470  0.79
Ca3 6.686378 0.320631 -1.154234  1.72

Atoms 1-2, force components in eV/Å:
C -0.35 -0.62 -1.13
C -0.88 -0.35 2.70

Total charge ... +2
E_HOMO ... -10.723 eV
E ... -16323.757470 Eh
Gap between HOMO and LUMO ... 1.772 eV

=====

A molecular structure, C35H58Br3Cl3N2O17Zr at a distorted geometry, computed with ωB97M-V with the def2-TZVPD basis set.

Each line ends with the Löwdin charge.
CARTESIAN COORDINATES (ANGSTROEM)
Zr1 1.527580 3.353442 0.680037  2.06
C1 5.377567 2.157651 1.527568  -0.05
C2 4.717202 1.068194 2.372170  -0.45
C3 5.609414 1.137020 3.694555  -0.11
C4 4.981871 0.370858 4.911055  -0.16
C5 3.618399 0.926543 5.076191  -0.19
C6 2.632723 0.811795 3.894957  -0.46
N1 3.283772 1.353381 2.694057  -0.06
O1 2.368365 1.401703 1.536172  -0.28
C7 1.447138 1.654448 4.456456  -0.03
C8 2.224579 -0.675026 3.684647  0.02
C9 4.980944 -0.351372 1.821156  -0.02
H1 4.979376 2.212813 0.514402  0.05
H2 6.448792 2.001742 1.400012  0.10
H3 5.346554 3.170649 1.928770  0.09
H4 5.771461 2.206744 3.826981  0.11
H5 6.642291 0.825603 3.538691  0.12
H6 5.646444 0.475653 5.768644  0.13
H7 4.860370 -0.684085 4.665265  0.10
H8 3.719312 1.933862 5.480193  0.12
H9 3.234550 0.391619 5.944881  0.13
H10 0.742673 1.239234 5.177157  0.10
H11 0.711947 1.754396 3.657954  0.03
H12 1.626609 2.701069 4.702369  0.09
H13 2.460496 -0.882579 2.640919  0.07
H14 1.145815 -0.816442 3.750741  0.07
H15 2.757005 -1.244624 4.446350  0.09
H16 4.201819 -0.693411 1.139932  0.07
H17 4.967692 -1.200235 2.504799  0.09
H18 5.921000 -0.272173 1.275153  0.09
C10 0.255011 1.248088 -3.439612  -0.03
C11 -1.050927 1.377352 -2.711857  -0.46
C12 -1.897899 0.215105 -3.297312  -0.14
C13 -1.763612 -1.214982 -2.782308  -0.15
C14 -1.797402 -1.063427 -1.249320  -0.14
C15 -0.691463 -0.219576 -0.563764  -0.38
N2 -0.745567 1.123791 -1.214633  0.00
O2 0.204245 2.065317 -0.646332  -0.29
C16 0.796143 -0.884297 -0.620929  0.02
C17 -1.227603 -0.109148 0.928399  0.00
C18 -1.723804 2.667115 -2.921289  -0.02
H19 0.043231 1.551565 -4.464875  0.03
H20 0.665859 0.239494 -3.394599  0.09
H21 1.069301 1.930802 -3.196827  0.08
H22 -1.685176 -0.019871 -4.340218  0.08
H23 -2.952765 0.480117 -3.225804  0.10
H24 -0.915980 -1.746254 -3.215179  0.10
H25 -2.620723 -1.709085 -3.239824  0.12
H26 -1.920827 -2.029702 -0.760251  0.12
H27 -2.755997 -0.551238 -1.166455  0.08
H28 1.522283 -0.137582 -0.299602  0.04
H29 1.108800 -1.206561 -1.614157  0.06
H30 0.833127 -1.795292 -0.023599  0.09
H31 -0.642053 0.634068 1.469571  0.05
H32 -1.147283 -0.991699 1.563017  0.08
H33 -2.273886 0.193888 0.888874  0.08
H34 -1.555230 3.067651 -3.920916  0.09
H35 -1.387454 3.533000 -2.351017  0.08
H36 -2.780273 2.574260 -2.669613  0.08
C19 -2.042875 1.009775 -8.597225  -1.51
Br1 -3.546182 -0.204788 -8.209272  0.56
Br2 -0.922073 0.004061 -9.764682  0.64
Br3 -1.035442 1.424933 -6.972784  0.64
H37 -2.383848 1.967845 -8.989583  -0.01
C20 -6.273521 0.355914 -2.262859  -1.59
Cl1 -7.272941 1.531459 -3.078235  0.57
Cl2 -7.152924 -1.075793 -1.738548  0.56
Cl3 -5.319980 1.166653 -1.015079  0.51
H38 -5.591934 0.043555 -3.054040  0.00
C21 -0.850164 -2.164253 -6.675191  -0.15
C22 -0.261862 -3.543812 -6.525322  -0.12
O3 1.054309 -3.180564 -6.497945  0.10
C23 1.246348 -1.898484 -6.301140  -0.59
O4 2.336591 -1.314841 -6.380424  0.11
O5 0.104826 -1.325957 -6.049659  -0.02
H39 -1.795824 -1.969832 -6.169216  0.12
H40 -0.811283 -1.783800 -7.695905  0.06
H41 -0.602423 -4.238215 -7.293378  0.15
H42 -0.568537 -4.009858 -5.588921  0.14
C24 -4.516959 -3.667794 0.564727  -0.11
C25 -4.094915 -2.332316 1.163791  -0.13
O6 -3.086629 -2.760507 2.046183  0.01
C26 -2.654322 -3.996707 1.636967  -0.55
O7 -1.727192 -4.627219 2.162716  0.13
O8 -3.317076 -4.336678 0.592874  0.11
H43 -4.695134 -3.443031 -0.486858  0.13
H44 -5.366442 -4.167345 1.030480  0.15
H45 -4.840395 -1.675027 1.611377  0.14
H46 -3.635603 -1.700792 0.403335  0.08
C27 -3.063142 2.989812 3.977252  -0.06
C28 -3.819861 3.438035 2.693020  -0.04
O9 -2.745745 3.276595 1.724214  0.07
C29 -1.523153 3.156928 2.303038  -0.46
O10 -0.439412 3.234045 1.713114  -0.09
O11 -1.668439 3.103926 3.627413  0.11
H47 -3.527212 2.080220 4.358534  0.14
H48 -3.408875 3.743126 4.685134  0.14
H49 -4.105734 4.489597 2.717325  0.14
H50 -4.658201 2.783740 2.453853  0.14
C30 3.989352 -0.038147 -2.740421  -0.06
C31 4.309328 1.143461 -3.700213  -0.08
O12 4.069886 2.202264 -2.871001  0.14
C32 3.520610 1.903849 -1.748159  -0.56
O13 2.987098 2.730458 -1.000370  -0.07
O14 3.471700 0.606604 -1.614800  0.09
H51 4.935035 -0.532258 -2.517617  0.14
H52 3.291886 -0.765019 -3.156712  0.14
H53 3.786587 1.167608 -4.656380  0.15
H54 5.346872 0.948766 -3.971695  0.14
C33 -1.255485 -3.342208 5.845368  -0.11
C34 -2.253054 -2.389762 5.071213  -0.13
O15 -2.261190 -1.325395 5.968668  0.04
C35 -1.906494 -1.682805 7.224078  -0.46
O16 -2.091661 -0.914181 8.218582  0.09
O17 -1.452212 -2.964978 7.174026  0.07
H55 -0.266804 -3.209197 5.406145  0.12
H56 -1.529766 -4.395072 5.779368  0.14
H57 -3.205783 -2.870975 4.850194  0.13
H58 -1.817562 -2.206991 4.088844  0.10

Atoms 1-2, force components in eV/Å:
Zr -1.61 -9.33 -2.29
C -0.36 0.15 -1.19

Total charge ... +2
E_HOMO ... -12.869 eV
E ... -11905.881417 Eh
Gap between HOMO and LUMO ... 5.054 eV